Here is a cluster of 6 separate species, C6H18N6O12 in total in a non-equilibrium geometry from OMol25. Energies are from the ωB97M-V functional and the def2-TZVPD basis.

Each line ends with the natural charge from an NBO analysis.
CARTESIAN COORDINATES (ANGSTROEM)
H: 4.256 -17.727 23.755  0.220
H: 6.840 -20.430 20.956  0.226
H: 4.238 -19.356 21.696  0.221
C: -1.198 -18.424 18.438  -0.488
N: 4.329 -17.976 16.064  0.534
H: 0.372 -18.170 25.253  0.229
C: 0.223 -18.070 24.184  -0.487
H: 3.670 -20.445 20.416  0.235
H: 0.275 -17.039 23.854  0.247
H: 2.747 -19.134 16.874  0.253
N: 3.673 -15.843 24.473  0.533
H: 7.819 -19.149 21.617  0.227
N: 8.853 -20.405 20.256  0.530
H: 4.044 -20.036 16.026  0.233
O: 3.540 -17.093 15.827  -0.357
N: 2.540 -18.698 20.690  0.534
H: 0.940 -18.666 23.630  0.225
H: -0.484 -18.355 19.253  0.244
H: 2.765 -20.348 21.968  0.240
O: 2.179 -17.843 21.464  -0.369
C: 4.628 -16.979 24.444  -0.488
N: -1.128 -18.597 23.855  0.535
O: 2.220 -18.755 19.519  -0.373
H: -2.143 -18.806 18.809  0.231
O: 5.524 -17.947 15.833  -0.394
H: 7.308 -19.048 19.921  0.238
O: 0.285 -18.958 16.762  -0.391
C: 3.362 -19.813 21.241  -0.485
O: -1.481 -18.501 22.697  -0.387
O: 9.782 -20.483 21.037  -0.366
C: 3.813 -19.217 16.699  -0.487
H: 4.727 -17.358 25.454  0.234
O: -1.191 -20.433 17.283  -0.370
O: 3.218 -15.471 23.411  -0.370
H: -1.335 -17.459 17.966  0.236
O: -1.775 -19.089 24.754  -0.365
N: -0.659 -19.356 17.413  0.539
H: 5.577 -16.575 24.101  0.237
H: 4.319 -19.342 17.651  0.215
C: 7.627 -19.721 20.711  -0.493
O: 8.818 -20.870 19.140  -0.360
O: 3.436 -15.373 25.557  -0.366

Output
- maximum force (eV/A) = 1.20
- lowest unoccupied orbital energy (eV) = -0.72
- SMILES = C[N+](=O)[O-].C[N+](=O)[O-].C[N+](=O)[O-].C[N+](=O)[O-].C[N+](=O)[O-].C[N+](=O)[O-]
- gap between HOMO and LUMO (eV) = 10.311
- DFT total energy (Ha) = -1470.2371
- energy relative to the best compared isomer or geometry (same formula, charge and spin) (kJ/mol) = 50.6
- multiplicity = 1